(1)
DFT (ωB97M-V/def2-TZVPD) results for C29H84BN7O9V as an isolated structure in a non-equilibrium geometry.

Last column: Mulliken spin population.
Element x y z (Å)
O 2.14410 -3.50051 3.59668  -0.188
V 1.11437 -2.46394 4.16503  1.217
B 2.70714 -1.20900 5.18923  -0.048
H 3.12925 -1.35830 4.09644  -0.009
H 3.44369 -0.49117 5.82570  0.000
H 1.69201 -0.67912 5.00596  0.012
H 2.65005 -2.28824 5.65410  0.037
C -0.52061 -0.89059 1.89981  0.013
O 0.64966 -1.38962 2.48348  -0.024
H -0.34082 -0.42587 0.91837  0.003
H -1.22685 -1.71079 1.67177  -0.014
H -0.98076 -0.15919 2.55686  0.003
C 1.18003 -4.36610 -0.56467  -0.001
C 2.31866 -4.26769 0.42489  0.000
C 3.54913 -4.92497 -0.13368  0.000
O 3.22874 -6.25381 -0.45380  0.000
C 4.33538 -7.04470 -0.83848  0.000
N 2.59987 -2.91150 0.79230  -0.001
H 0.86443 -5.40974 -0.65513  0.000
H 1.40822 -4.01163 -1.57373  0.000
H 0.32984 -3.77669 -0.20813  0.000
H 2.08292 -4.80556 1.34576  0.001
H 4.36845 -4.88863 0.59975  0.000
H 3.88860 -4.37775 -1.03319  0.000
H 4.92256 -6.62675 -1.66941  0.000
H 3.95933 -8.04233 -1.07872  0.000
H 5.05218 -7.24052 -0.01244  0.000
H 2.87150 -2.36847 -0.03464  0.000
H 1.76984 -2.39742 1.10335  0.002
C -0.60678 -2.40904 -3.42982  0.000
C -1.23664 -1.06435 -3.89062  0.000
C -1.51180 -1.08944 -5.38496  0.000
O -0.30785 -1.30757 -6.06671  0.000
C -0.50523 -1.68092 -7.42384  0.000
N -2.58742 -0.93418 -3.26555  0.000
H 0.42933 -2.52496 -3.76091  0.000
H -1.20282 -3.22327 -3.84321  0.000
H -0.61389 -2.43480 -2.33739  0.000
H -0.68142 -0.17837 -3.58134  0.000
H -2.02734 -0.17716 -5.72022  0.000
H -2.19868 -1.92406 -5.62513  0.000
H 0.49209 -1.89359 -7.78794  0.000
H -1.03809 -0.89993 -7.96940  0.000
H -1.10495 -2.60240 -7.43451  0.000
H -2.54487 -0.71081 -2.27288  0.000
H -3.10825 -1.81114 -3.27194  0.000
C 3.53134 2.96707 3.97537  0.000
C 2.79490 2.16943 2.92550  0.000
C 3.74326 1.25711 2.14705  0.001
O 4.62025 2.01625 1.35802  0.000
C 5.66324 1.31137 0.86127  0.000
N 1.69566 1.46337 3.49930  0.000
H 2.78792 3.42338 4.64161  0.000
H 4.17762 3.75037 3.60085  0.000
H 4.05396 2.27751 4.65325  0.000
H 2.36054 2.85242 2.19028  -0.001
H 3.18899 0.52887 1.51348  -0.001
H 4.21876 0.58691 2.89864  0.000
H 6.34006 1.05687 1.68218  0.000
H 6.11429 1.83785 0.03124  0.000
H 5.33386 0.33307 0.46535  0.000
H 1.25712 0.85595 2.80117  0.004
H 1.98985 0.77304 4.18366  -0.006
C 1.91532 -0.39563 -1.68963  0.000
C 2.92882 -0.44693 -2.79330  0.000
C 3.70869 0.84833 -2.99869  0.000
O 3.00603 2.03841 -2.94348  0.000
C 2.20688 2.30881 -4.05386  0.000
N 3.92904 -1.47141 -2.49664  0.000
H 2.32666 -0.17566 -0.70327  0.000
H 1.42928 -1.37728 -1.65835  0.000
H 1.12688 0.33054 -1.89705  0.000
H 2.39276 -0.63488 -3.74096  0.000
H 4.31467 0.81724 -3.91573  0.000
H 4.42685 0.93683 -2.17497  0.000
H 2.71102 2.02755 -4.99033  0.000
H 2.00407 3.37230 -4.04021  0.000
H 1.29193 1.69950 -4.05112  0.000
H 3.47125 -2.39234 -2.51372  0.000
H 4.55976 -1.60177 -3.29822  0.000
C 1.36762 5.39138 -1.06358  0.000
C 1.47611 4.23811 -0.09469  0.000
C 0.26146 3.33091 -0.22380  0.000
O -0.83214 3.83776 0.50049  0.000
C -2.03192 3.27072 0.05717  0.000
N 2.68201 3.50794 -0.40549  0.000
H 2.24675 6.03000 -0.98532  0.000
H 0.48328 6.01557 -0.93536  0.000
H 1.33248 4.95467 -2.06808  0.000
H 1.51921 4.60928 0.93190  0.000
H 0.56795 2.37191 0.23202  0.000
H 0.01801 3.19008 -1.28778  0.000
H -1.99270 2.16952 -0.00060  0.000
H -2.31123 3.65455 -0.92837  0.000
H -2.75297 3.49358 0.83851  0.000
H 2.69837 3.06934 -1.34144  0.000
H 2.79853 2.73040 0.23163  0.000
C -3.84553 2.21089 3.75791  0.000
C -3.12600 1.58637 4.94635  0.000
C -3.71520 0.21196 5.30670  0.000
O -5.00392 0.21990 5.84287  0.000
C -5.06560 0.78194 7.12814  0.000
N -1.72714 1.39070 4.62156  0.000
H -4.92760 2.29572 3.92397  0.000
H -3.67184 1.57652 2.88422  0.000
H -3.48639 3.20900 3.50971  0.000
H -3.20931 2.26929 5.79608  0.000
H -2.99178 -0.29991 5.96150  0.000
H -3.75425 -0.32083 4.34373  0.000
H -6.12135 0.82793 7.38572  0.000
H -4.69103 1.80841 7.17557  0.000
H -4.52662 0.15087 7.84291  0.000
H -1.24666 2.26979 4.45457  0.000
H -1.61963 0.88453 3.75582  -0.001
C -7.27918 1.85866 -2.46790  0.000
C -5.88147 1.31195 -2.22526  0.000
C -5.97545 -0.01571 -1.51750  0.000
O -4.68740 -0.49353 -1.20629  0.000
C -4.73658 -1.72724 -0.51903  0.000
N -5.13250 1.23394 -3.46233  0.000
H -7.94593 1.09156 -2.87286  0.000
H -7.27038 2.74331 -3.09954  0.000
H -7.70322 2.18787 -1.51340  0.000
H -5.41210 2.03031 -1.55510  0.000
H -6.57672 -0.74872 -2.09192  0.000
H -6.57463 0.07619 -0.58771  0.000
H -3.72170 -1.95028 -0.17760  0.000
H -5.15424 -2.50917 -1.16278  0.000
H -5.31220 -1.66425 0.41817  0.000
H -4.25169 0.72293 -3.35440  0.000
H -5.64344 0.71549 -4.17483  0.000

Output
**Charge**: 0
**HOMO energy (spin up / spin down)**: -8.37 / -8.37 eV
**LUMO (spin up / spin down)**: -2.327 / -2.153 eV
**2S+1**: 2

(2)
DFT (ωB97M-V/def2-TZVPD) results for a 17-piece molecular cluster, C29H92O23 overall in a non-equilibrium geometry.

Last column: Mulliken charge in e.
Element x y z (Å)
C 10.07245 -2.52774 -5.18049  -0.747
O 9.30742 -2.18436 -4.05328  -0.243
C 8.63570 -0.91971 -4.23011  -0.594
C 7.83489 -0.55610 -2.92814  -0.426
O 8.69873 -0.85293 -1.80866  -0.298
C 8.06116 -0.38909 -0.55425  -0.772
H 10.74402 -1.69241 -5.37875  0.331
H 9.48031 -2.76503 -6.06433  0.274
H 10.72379 -3.32723 -4.82740  0.232
H 7.96211 -1.11090 -5.06548  0.357
H 9.42551 -0.22328 -4.51169  0.341
H 6.86343 -1.04844 -2.88408  0.345
H 7.72934 0.52700 -2.99011  0.311
H 8.12155 0.69862 -0.51750  0.317
H 8.64679 -0.59310 0.34214  0.279
H 7.10959 -0.86305 -0.31352  0.293
C 8.01229 12.47808 8.70070  -0.742
O 6.91458 11.76098 8.20836  -0.306
C 6.73715 10.43877 8.78789  -0.598
C 5.64640 9.60741 8.04904  -0.520
O 6.00789 9.37442 6.74790  -0.287
C 5.14206 8.49090 6.02073  -0.768
H 8.92953 11.91639 8.87750  0.315
H 7.73216 12.81786 9.69779  0.300
H 8.29160 13.33542 8.08829  0.252
H 6.63311 10.40695 9.87244  0.410
H 7.62524 9.82159 8.65195  0.292
H 4.61038 9.85501 8.28020  0.426
H 5.72423 8.68636 8.62673  0.333
H 5.13077 7.50947 6.49483  0.315
H 5.38818 8.32127 4.97252  0.265
H 4.09062 8.77722 5.99611  0.312
C 0.61022 -3.89452 -1.65005  -0.734
O 0.50542 -2.87048 -0.66618  -0.304
C 0.97406 -3.43094 0.56510  -0.524
C 0.74754 -2.50088 1.77539  -0.482
O 1.08888 -1.13915 1.46649  -0.312
C 0.18369 -0.29051 2.18455  -0.754
H 1.64922 -3.95821 -1.97338  0.293
H 0.07744 -3.55127 -2.53686  0.253
H 0.19841 -4.86002 -1.35622  0.308
H 2.04800 -3.59600 0.47843  0.310
H 0.58962 -4.43218 0.75961  0.410
H 1.50689 -2.85844 2.47083  0.272
H -0.29271 -2.62634 2.07577  0.385
H 0.56611 0.69928 1.93520  0.245
H 0.04245 -0.42822 3.25655  0.294
H -0.78413 -0.35667 1.68752  0.341
C -9.00448 7.10465 -4.58336  -0.630
O -8.29526 6.37403 -5.58570  -0.361
C -8.31479 4.92030 -5.51310  -0.430
C -6.83953 4.45775 -5.57482  -0.421
O -6.72952 3.03930 -5.71828  -0.332
C -5.41014 2.52963 -5.48063  -0.712
H -10.05129 6.80779 -4.64803  0.269
H -8.83598 8.17678 -4.68470  0.213
H -8.54183 6.69707 -3.68450  0.312
H -8.85381 4.51422 -6.36905  0.279
H -8.70418 4.51485 -4.57924  0.314
H -6.32883 4.70968 -4.64539  0.286
H -6.28099 5.07321 -6.28006  0.358
H -5.06671 2.61613 -4.44977  0.294
H -4.74078 3.16585 -6.05966  0.309
H -5.32596 1.49575 -5.81545  0.250
C 0.45384 6.69791 -1.09743  -0.759
O -0.56672 7.25120 -0.26944  -0.282
C -0.98647 8.53743 -0.56695  -0.318
C -2.34045 8.86975 0.04615  -0.628
O -2.28465 8.63049 1.46350  -0.325
C -1.61711 9.64648 2.12255  -0.686
H 0.33553 5.61444 -1.08380  0.252
H 1.43267 6.82217 -0.63424  0.273
H 0.39807 6.94241 -2.15819  0.318
H -1.10097 8.58940 -1.64967  0.396
H -0.20267 9.20877 -0.21618  0.272
H -3.09488 8.17375 -0.32060  0.276
H -2.75007 9.85544 -0.17457  0.405
H -1.84794 9.54515 3.18300  0.251
H -2.02916 10.60106 1.79534  0.314
H -0.53527 9.62877 1.99054  0.241
C -7.60088 -1.68011 0.74102  -0.789
O -8.13783 -2.99234 0.97338  -0.295
C -7.28256 -3.97653 0.30320  -0.555
C -7.78894 -5.43668 0.57289  -0.483
O -9.21939 -5.38647 0.34149  -0.274
C -9.90822 -6.65297 0.39817  -0.757
H -8.18181 -0.88214 1.20347  0.287
H -7.45106 -1.26348 -0.25502  0.319
H -6.61323 -1.62674 1.19905  0.315
H -6.21801 -4.02453 0.53238  0.389
H -7.23999 -3.74326 -0.76070  0.343
H -7.57695 -5.74707 1.59604  0.324
H -7.28251 -6.07980 -0.14683  0.337
H -10.91662 -6.54038 -0.00002  0.253
H -9.97805 -7.06709 1.40402  0.288
H -9.46723 -7.38695 -0.27630  0.299
O -0.95847 -2.82000 7.93479  -0.633
H -0.65633 -3.43852 7.26968  0.320
H -1.80151 -3.17011 8.22278  0.315
O -1.12515 4.30355 8.73852  -0.645
H -1.64995 4.13692 9.52150  0.317
H -1.73950 4.20139 8.01163  0.326
O 8.08459 -6.10328 -1.14223  -0.644
H 8.85760 -6.04950 -1.70420  0.321
H 8.02171 -5.23829 -0.73717  0.323
O -1.35843 -10.70317 -0.28572  -0.642
H -0.57247 -10.36908 0.14657  0.322
H -1.03905 -11.39948 -0.85964  0.319
O -4.34198 5.22007 5.50542  -0.637
H -5.08257 5.74486 5.80932  0.317
H -3.92923 5.75668 4.82873  0.322
O 2.40988 0.30509 9.55568  -0.647
H 2.03337 1.18334 9.49972  0.322
H 1.72603 -0.27136 9.21467  0.322
C -2.18676 -3.15332 -10.95278  -0.476
O -3.54121 -2.96381 -11.00751  -0.482
H -1.92797 -4.21214 -10.95575  0.234
H -1.82666 -2.70624 -11.87937  0.193
H -1.79788 -2.67176 -10.05559  0.228
H -3.85796 -3.46816 -10.25458  0.302
C 5.15371 -7.79933 -6.53266  -0.446
O 6.15751 -7.07640 -7.31438  -0.496
H 4.20640 -7.32109 -6.78160  0.226
H 5.29229 -8.86465 -6.71711  0.197
H 5.30360 -7.44384 -5.51322  0.228
H 5.80224 -6.18659 -7.37462  0.291
C 4.63996 -11.17344 1.79382  -0.476
O 4.14104 -9.96682 1.46296  -0.480
H 3.74460 -11.79502 1.80169  0.194
H 5.23702 -11.57720 0.97613  0.241
H 5.31817 -11.09996 2.64394  0.225
H 4.84025 -9.37854 1.16864  0.296
C -2.14614 -7.74151 5.26426  -0.456
O -0.90317 -7.32227 5.79560  -0.502
H -2.87655 -7.55470 6.05148  0.223
H -2.35884 -7.09182 4.41529  0.175
H -2.12670 -8.79958 5.00307  0.255
H -0.54366 -8.09733 6.23336  0.304
C -4.29383 -7.14502 -6.47717  -0.574
O -5.02153 -5.94634 -6.70475  -0.489
H -3.22468 -7.09562 -6.68356  0.245
H -4.40550 -7.47770 -5.44520  0.257
H -4.53560 -8.04215 -7.04708  0.266
H -5.96115 -6.11765 -6.60795  0.295

Output
**Charge**: 0
**HOMO energy**: -9.61 eV
**LUMO**: 0.160 eV